1.
A 6-piece molecular cluster, C34H79N2O23P5S3 overall at a distorted geometry, computed with wB97M-V/def2-TZVPD.

**ΔE to the lowest compared entry with this formula, charge and spin**: 0.000 eV
**SMILES**: CCCCN(CCCC[C@](COC)(N=C=S)OC(=O)CC)C(=S)SCCC.COP(=O)(OC)OC.COP(=O)(OC)OC.COP(=O)(OC)OC.COP(=O)(OC)OC.COP(=O)(OC)OC
**Gap between HOMO and LUMO**: 0.284 hartree
**LUMO energy**: -0.2 eV
**E_HOMO**: -8.0 eV

Last column: Löwdin charge in e.
Element x y z (Å)
S1 -2.45429 0.86903 0.49340  0.80
S2 0.95986 -4.01652 -2.99539  0.80
S3 0.30598 1.84905 0.68302  0.85
P1 -4.70887 -0.16672 -6.06295  0.48
P2 -2.87370 5.57868 4.56531  0.45
P3 -0.63213 -7.95199 1.59110  0.45
P4 -1.59139 -1.62084 6.35004  0.48
P5 7.74133 3.43264 1.74412  0.45
O1 7.40520 4.73568 0.80904  -0.26
O2 8.65786 4.21747 2.79684  -0.20
O3 3.63492 0.10239 -3.84131  0.03
O4 -1.88403 -8.47613 2.14250  -0.23
O5 7.99858 2.41629 0.52988  -0.25
O6 -3.33192 4.41473 5.62458  -0.26
O7 -0.09274 -6.91367 2.68068  -0.20
O8 -3.24633 -0.21256 -5.95912  -0.22
O9 -1.27461 -1.05476 5.03528  -0.22
O10 3.89397 -1.84955 -5.62940  -0.14
O11 -0.36807 -1.17843 7.29323  -0.20
O12 -0.87783 -6.84607 0.40941  -0.25
O13 -3.96565 5.99010 3.67937  -0.23
O14 -5.11826 1.25571 -6.70144  -0.26
O15 -2.65313 6.72848 5.67060  -0.26
O16 5.17658 -0.53859 -2.34808  0.14
O17 -1.23625 -3.22354 6.44344  -0.27
O18 -3.18387 -1.85359 6.42250  -0.27
O19 6.57810 2.97567 2.50710  -0.23
O20 0.01570 -9.07435 0.63894  -0.26
O21 -1.93044 4.64533 3.68355  -0.20
O22 -5.22560 -1.21953 -4.96902  -0.20
O23 -5.27864 -1.03157 -7.33958  -0.27
N1 -0.86531 1.11547 -1.67498  -0.19
N2 2.38429 -1.64999 -2.91292  0.17
C1 0.11843 -1.98527 8.37607  -0.09
C2 4.17464 0.08614 -2.57659  -0.49
C3 -3.78255 -2.35137 5.21573  -0.09
C4 0.05777 -6.66991 -0.66009  -0.13
C5 -1.96901 1.75575 -2.41040  -0.21
C6 3.52221 0.93082 -1.50918  -0.14
C7 3.62752 2.39665 -2.00450  -0.06
C8 -0.91788 -9.78302 -0.18590  -0.10
C9 0.65117 -5.73647 2.32927  -0.08
C10 1.70579 -2.64289 -2.94017  -0.75
C11 -2.73068 4.30016 6.91493  -0.12
C12 -3.32961 3.67152 -1.25469  -0.25
C13 0.27047 -0.56901 2.20559  -0.31
C14 -0.71391 -0.33189 -1.96642  -0.21
C15 9.47275 5.34073 2.43336  -0.09
C16 -6.41953 -2.00048 -5.12966  -0.08
C17 -2.97874 4.45802 0.02951  -0.11
C18 2.43592 -0.68254 -4.03322  -0.39
C19 -1.97293 -4.10956 7.29154  -0.12
C20 4.04335 -3.20502 -5.24683  -0.09
C21 -1.00126 -0.74653 -3.39707  -0.17
C22 1.15063 0.44563 1.46692  -0.47
C23 -4.26894 1.71598 -7.76107  -0.09
C24 -3.85587 7.30647 6.19080  -0.10
C25 -1.07701 1.22286 -0.27001  -1.05
C26 0.23739 -1.89537 1.44542  -0.09
C27 8.09786 4.97182 -0.41945  -0.12
C28 2.61510 -1.32870 -5.40929  -0.15
C29 6.81339 1.95848 -0.13698  -0.10
C30 -1.18541 3.54190 4.23119  -0.07
C31 -2.05866 3.25230 -2.03112  -0.18
C32 1.29121 0.33330 -3.98967  -0.10
C33 -6.48695 -0.66727 -8.01224  -0.12
C34 -0.08450 -0.12647 -4.47344  -0.15
H1 -6.24449 -0.26498 -8.99627  0.09
H2 0.75214 -0.78564 3.15865  0.10
H3 -0.30430 -1.81645 0.50434  0.05
H4 -3.99905 0.90080 -8.43062  0.09
H5 -4.61343 6.54484 6.36993  0.09
H6 -1.28656 -0.97325 -1.29306  0.10
H7 -4.24003 8.05588 5.50356  0.09
H8 -1.40544 -10.56707 0.38750  0.09
H9 1.62958 1.10166 -4.68612  0.13
H10 1.82016 -2.04222 -5.64172  0.13
H11 -1.66475 -9.10924 -0.60317  0.09
H12 -1.26112 -4.71718 7.84998  0.09
H13 8.40966 6.01603 -0.44059  0.09
H14 1.09965 -5.35425 3.24309  0.10
H15 -0.66451 3.81987 5.14554  0.08
H16 -2.07213 3.81835 -2.96334  0.10
H17 -3.58747 7.78022 7.13336  0.09
H18 10.16350 5.51476 3.25458  0.09
H19 -2.93461 1.26198 -2.26834  0.10
H20 -0.45321 3.24040 3.48622  0.07
H21 -0.33898 -10.22803 -0.99290  0.09
H22 7.11755 1.58228 -1.11160  0.10
H23 -1.98403 4.89617 -0.02014  0.07
H24 -7.06306 0.07543 -7.46322  0.08
H25 -1.83028 4.90455 7.01174  0.08
H26 -3.67264 5.28656 0.16487  0.07
H27 -1.85106 2.70263 4.41814  0.10
H28 -0.10311 -2.72077 2.06256  0.05
H29 -6.23439 -2.80886 -5.83252  0.09
H30 -0.68944 -2.36780 8.99614  0.08
H31 2.51651 -0.50813 -6.12151  0.15
H32 8.97545 4.33758 -0.53243  0.08
H33 -7.26025 -1.39737 -5.46553  0.08
H34 4.08229 0.82382 -0.58797  0.11
H35 -1.14781 3.56804 -1.52638  0.09
H36 -6.65766 -2.42319 -4.15704  0.09
H37 1.26373 0.80658 -3.01368  0.09
H38 6.35486 1.14937 0.42524  0.09
H39 1.26946 -2.13869 1.17606  0.08
H40 2.48528 0.63480 -1.36150  0.08
H41 1.80860 0.91318 2.19847  0.07
H42 1.81751 -0.04914 0.76319  0.05
H43 0.75802 -1.35127 8.98502  0.09
H44 7.42220 4.78628 -1.25499  0.09
H45 1.44179 -5.94971 1.61242  0.09
H46 5.03114 -3.50946 -5.58485  0.09
H47 -3.16192 -3.11966 4.75741  0.09
H48 -4.73931 -2.78155 5.50411  0.10
H49 -3.05780 3.85330 0.93015  0.05
H50 -2.47353 3.25369 7.07963  0.09
H51 6.09866 2.76908 -0.27483  0.08
H52 -3.94590 -1.53733 4.51420  0.09
H53 4.55742 2.46828 -2.57168  0.08
H54 -0.71853 -0.19384 2.44590  0.06
H55 1.00151 -7.17991 -0.47350  0.09
H56 -0.58596 0.75124 -4.87761  0.10
H57 -3.96430 2.82171 -1.01779  0.07
H58 -1.77680 1.73320 -3.47877  0.10
H59 -7.09225 -1.56510 -8.13560  0.09
H60 -2.03017 -0.55416 -3.69500  0.09
H61 -0.02453 -4.98768 1.92664  0.08
H62 3.31683 -3.86158 -5.72966  0.09
H63 -3.90242 4.36687 -1.86612  0.09
H64 0.70814 -2.80877 7.98135  0.09
H65 -0.91349 -1.83272 -3.42421  0.08
H66 10.04546 5.15465 1.52694  0.08
H67 2.82917 2.64561 -2.69617  0.07
H68 4.04240 -3.29345 -4.16027  0.08
H69 -2.61327 -3.57839 7.99372  0.08
H70 3.69542 3.07602 -1.16112  0.07
H71 -3.44665 4.61423 7.67583  0.09
H72 8.84649 6.22050 2.30531  0.09
H73 -3.37157 2.17314 -7.35212  0.09
H74 0.33330 -0.58486 -1.77453  0.09
H75 -0.04174 -0.81753 -5.31375  0.11
H76 -0.37651 -7.05830 -1.58260  0.09
H77 0.24936 -5.60507 -0.77749  0.03
H78 -2.59225 -4.76374 6.67766  0.09
H79 -4.84019 2.46277 -8.30877  0.09

---

2.
A 4-piece molecular cluster, C27H57BCl2FO18P3 overall at a distorted geometry, computed with wB97M-V/def2-TZVPD.

**SMILES**: CC[C@@]1(F)OC(=O)[C@](C[C@@H]2CO2)([C@H](Cl)[C@H](C)Cl)[C@]1(CCCCCOC)B(O)O.COP(=O)(OC)OC.COP(=O)(OC)OC.COP(=O)(OC)OC
**Gap between HOMO and LUMO**: 0.339 hartree
**LUMO energy**: -0.5 eV
**E_HOMO**: -9.7 eV

Last column: Löwdin charge in e.
Element x y z (Å)
Cl1 5.82766 0.74723 0.43548  0.65
Cl2 3.86059 0.54852 -1.73958  0.73
P1 9.20236 -2.48811 3.43967  0.52
P2 -3.37459 -3.30311 -2.40520  0.55
P3 -9.04099 -0.93111 0.74801  0.52
F1 1.50338 4.10884 -0.35803  0.08
O1 -10.61906 -1.25719 0.91520  -0.25
O2 -1.83973 -3.84487 -2.48285  -0.26
O3 8.26278 -1.20430 3.72320  -0.24
O4 2.52098 -2.68298 0.83173  -0.08
O5 10.09647 -3.58615 4.23982  -0.26
O6 -8.96238 0.13442 -0.26721  -0.24
O7 1.69111 2.74744 1.40375  0.06
O8 1.14727 0.78075 2.43529  0.22
O9 -4.78017 -3.23376 -3.21477  -0.24
O10 -8.85385 -0.37211 2.27370  -0.27
O11 0.87900 0.59074 -2.78075  0.13
O12 -3.31608 -2.04812 -1.62937  -0.24
O13 -1.77828 2.64016 -4.16120  -0.20
O14 -7.60338 -1.68661 0.72194  -0.26
O15 10.49915 -1.61024 2.96078  -0.27
O16 8.56193 -3.21494 2.32905  -0.24
O17 1.21968 2.92285 -2.81324  0.20
O18 -3.85552 -4.58513 -1.50107  -0.28
C1 1.51545 1.37840 1.49462  -0.44
C2 -0.44757 5.32119 0.78247  -0.07
C3 10.79244 -4.52407 3.41251  -0.10
C4 4.24257 1.52453 0.83606  -0.63
C5 11.46407 -1.21054 3.94087  -0.10
C6 -8.47896 -1.29155 3.30772  -0.10
C7 -1.73282 3.97041 -2.10501  -0.16
C8 3.75955 -2.04735 0.18169  -0.02
C9 0.57754 1.79119 -0.53864  -0.10
C10 -2.55963 2.85118 -1.46820  -0.17
C11 1.66730 -0.56501 -0.04642  -0.09
C12 -0.36990 3.80093 0.99176  -0.11
C13 -5.92055 -2.89891 -2.41583  -0.10
C14 4.60086 2.98010 1.21792  -0.11
C15 -11.46464 -0.12171 1.13008  -0.10
C16 -6.46403 -0.82788 0.57990  -0.10
C17 -0.81244 1.15906 -0.38190  -0.09
C18 -1.73850 3.95621 -3.63300  -0.22
C19 -1.06591 -3.68553 -1.28498  -0.08
C20 1.80818 0.95562 0.06027  -0.28
C21 2.63214 -1.31945 0.89006  -0.34
C22 -1.46142 2.57425 -5.53409  -0.10
C23 0.83032 3.10719 0.28983  -0.35
C24 -3.55887 -5.90941 -1.96179  -0.10
C25 -1.92418 1.46960 -1.39524  -0.16
C26 7.92757 -0.41465 2.57025  -0.14
C27 3.20025 1.48860 -0.35161  -0.52
B1 0.92342 1.80655 -2.10107  -0.69
H1 -0.72284 4.07941 -1.72178  0.08
H2 11.58380 -4.94791 4.02842  0.09
H3 -0.68799 -2.66803 -1.21626  0.08
H4 -2.33761 2.35698 -6.14740  0.09
H5 4.49225 -2.53978 0.80600  0.10
H6 -4.44936 -6.52161 -1.83365  0.09
H7 -0.96420 3.47303 -5.90028  0.09
H8 -5.99569 -1.81810 -2.32408  0.08
H9 4.32250 3.69154 0.44584  0.08
H10 -12.36433 -0.48926 1.61965  0.09
H11 7.07006 -0.84893 2.07087  0.03
H12 -5.59302 -1.39147 0.90970  0.10
H13 0.05626 0.51212 -3.27548  0.10
H14 2.87625 -0.87330 1.84638  0.13
H15 -0.93278 4.55859 -4.05773  0.12
H16 -6.80055 -3.27530 -2.93339  0.10
H17 -2.23969 4.90481 -1.84907  0.12
H18 10.11845 -5.31681 3.09789  0.09
H19 -7.43176 -1.13401 3.56479  0.09
H20 -0.22672 -4.37302 -1.36796  0.10
H21 8.76300 -0.33762 1.87767  0.09
H22 0.41265 5.82956 1.21198  0.08
H23 -10.99050 0.62029 1.76772  0.09
H24 -0.52462 5.60824 -0.25918  0.06
H25 -2.67511 4.45167 -3.92887  0.13
H26 -1.34063 3.37799 0.76660  0.08
H27 -9.09889 -1.09422 4.17999  0.09
H28 -3.44407 2.73880 -2.10262  0.12
H29 -1.65368 -3.93079 -0.40214  0.09
H30 0.73230 -0.93218 0.37548  0.13
H31 -0.76415 1.74491 -5.68052  0.08
H32 4.04473 3.22395 2.12123  0.08
H33 -3.26862 -5.92582 -3.01255  0.08
H34 5.65346 3.07072 1.45715  0.05
H35 -1.73816 1.08447 -2.39396  0.10
H36 -0.24925 3.69288 2.06725  0.13
H37 -2.96975 3.18601 -0.51548  0.11
H38 -5.87168 -3.35293 -1.42928  0.08
H39 -2.74126 0.82316 -1.05716  0.11
H40 11.22908 -4.03430 2.54376  0.09
H41 -6.32914 -0.55791 -0.46333  0.07
H42 7.67081 0.58074 2.92616  0.08
H43 11.71572 -0.16640 3.76522  0.09
H44 -1.32285 5.65424 1.33912  0.08
H45 -2.74615 -6.32314 -1.36517  0.09
H46 11.08703 -1.31525 4.95853  0.08
H47 -8.61579 -2.33022 3.00612  0.08
H48 3.54410 -2.49300 -0.77789  0.11
H49 3.92449 1.02056 1.74076  0.09
H50 12.36009 -1.82170 3.83236  0.09
H51 3.17847 2.49610 -0.74677  0.09
H52 -6.56202 0.06843 1.19024  0.09
H53 1.82578 -0.97848 -1.03349  0.10
H54 -0.76207 0.07368 -0.37910  0.11
H55 -1.20118 1.39120 0.61247  0.13
H56 1.49242 2.66253 -3.70064  0.13
H57 -11.72816 0.32370 0.17328  0.09

---

3.
C7H10 as an isolated structure at a distorted geometry, computed with wB97M-V/def2-TZVPD.

**ΔE to the lowest compared entry with this formula, charge and spin**: 10.520 eV
**Gap between HOMO and LUMO (spin up / spin down)**: 0.318 / 0.249 hartree
**LUMO energy (spin up / spin down)**: 0.1 / -0.3 eV
**E_HOMO (spin up / spin down)**: -8.6 / -7.1 eV

Last column: Löwdin charge in e.
Element x y z (Å)
C1 1.24077 0.20853 -1.34950  -0.11
C2 -0.06321 0.78664 -0.79188  -0.25
C3 -0.20291 -0.40601 1.58261  -0.13
C4 -0.18870 -1.25511 0.23237  -0.06
C5 0.56057 0.61253 0.71189  -0.19
C6 1.24367 -0.53780 -0.01095  -0.23
C7 -0.87423 -0.48556 -0.75485  -0.19
H1 -3.00614 -0.64541 0.58969  0.11
H2 -1.52915 -0.87798 -1.53869  0.09
H3 2.10487 -1.06442 0.40936  0.14
H4 -1.08014 -0.04471 2.13855  0.07
H5 1.16305 -0.31125 -2.31478  0.11
H6 0.45353 -0.86291 2.34216  0.10
H7 -2.49402 0.72602 0.18541  0.15
H8 2.01329 0.97569 -1.38050  0.11
H9 -0.50774 1.70482 -1.19968  0.13
H10 1.09524 1.44895 1.16519  0.13

---

For the records above, the corresponding energy values read -6084.35134; -4486.49738; -272.33141 a.u..